61
Properties=species:S:1:pos:R:3:forces:R:3 method="wB97M-V/def2-TZVPD" orbital_gap_ev=8.018 total_energy_ha=-1849.54686 e_above_lowest_kj_mol=206.8 fmax_ha_per_bohr=0.019
C -7.4157 -2.2457 -1.7882 -0.183 0.073 -0.004
H -7.9708 -2.9597 -2.3947 -0.007 0.082 0.050
O -6.0967 -2.7302 -1.7414 0.292 -0.081 0.021
C -5.1679 -2.0220 -1.0368 0.182 -0.009 0.034
C -3.8743 -2.5464 -1.0370 -0.331 -0.064 -0.082
C -2.8595 -1.9204 -0.3498 -0.078 0.175 0.075
C -3.1106 -0.7401 0.3540 -0.442 -0.341 -0.178
C -4.3958 -0.2046 0.3299 0.278 -0.195 0.048
C -5.4190 -0.8406 -0.3464 -0.293 -0.195 -0.175
H -6.4048 -0.4027 -0.3317 -0.097 0.005 -0.024
H -4.5882 0.7126 0.8649 0.026 0.109 0.020
N -2.1332 -0.0219 1.0133 0.494 0.803 0.176
C -1.1624 -0.4753 1.6658 -0.258 -0.877 0.114
N -0.2301 0.3586 2.2305 -0.034 0.518 0.110
C 0.7815 -0.1847 2.9587 -0.090 -0.210 0.336
O 1.6699 0.4403 3.4851 0.183 0.002 0.011
C 0.6310 -1.6930 3.1065 -0.044 -0.230 -0.134
C 1.9142 -2.3980 2.6750 -0.218 0.336 -0.034
C 2.3229 -1.9519 1.2726 0.061 -0.389 0.419
O 1.7986 -1.0132 0.7150 0.038 0.101 -0.191
N 3.3274 -2.7057 0.7605 0.241 -0.335 0.072
C 3.9843 -2.5804 -0.4727 0.127 0.090 -0.306
C 5.0280 -3.4643 -0.7378 -0.066 0.043 0.038
C 5.7146 -3.3935 -1.9343 -0.004 -0.013 0.018
C 5.3690 -2.4417 -2.8792 0.048 0.034 -0.127
C 4.3313 -1.5642 -2.6169 0.118 -0.109 -0.023
C 3.6361 -1.6263 -1.4224 -0.182 0.139 0.072
H 2.8287 -0.9423 -1.2237 -0.015 0.010 0.011
H 4.0554 -0.8202 -3.3490 -0.034 0.065 -0.053
H 5.9059 -2.3863 -3.8138 0.047 0.004 -0.079
H 6.5219 -4.0839 -2.1282 0.060 -0.056 -0.006
H 5.3000 -4.2082 -0.0011 0.031 -0.076 0.075
H 3.6836 -3.4512 1.3437 -0.165 0.172 -0.025
H 1.7804 -3.4808 2.7109 0.081 0.016 0.028
H 2.7116 -2.1115 3.3671 -0.006 -0.070 -0.006
H 0.4158 -1.9315 4.1524 0.092 0.170 -0.111
S -0.8041 -2.1736 2.1063 -0.128 0.072 0.004
C -0.2300 1.7661 1.8910 0.118 0.364 -0.143
H -1.2566 2.1267 1.9678 0.098 0.006 0.052
H 0.4114 2.2743 2.6135 -0.115 -0.047 -0.084
C 0.3302 1.9712 0.4793 0.026 -0.057 0.186
N 0.5808 3.3752 0.2178 -0.011 -0.032 -0.036
C 1.5458 3.5756 -0.8501 0.056 0.352 0.017
C 1.8377 5.0704 -0.9805 0.239 -0.326 -0.056
H 2.5225 5.2607 -1.8087 0.017 -0.034 0.087
O 0.6669 5.8016 -1.2592 -0.051 0.051 -0.158
C -0.2906 5.5945 -0.2481 -0.330 -0.171 0.167
C -0.6325 4.1124 -0.0931 0.111 0.360 -0.013
H -1.3470 3.9933 0.7217 -0.076 0.017 -0.025
H -1.0958 3.7456 -1.0269 -0.011 -0.006 0.060
H -1.1729 6.1670 -0.5397 0.025 -0.039 0.085
H 0.0935 5.9739 0.7109 -0.067 -0.011 -0.056
H 2.2861 5.4295 -0.0421 0.009 -0.034 -0.077
H 2.4670 3.0466 -0.5986 0.009 -0.013 -0.041
H 1.1678 3.1955 -1.8159 0.041 -0.012 0.022
H 1.2789 1.4332 0.4205 -0.053 0.015 -0.022
H -0.3627 1.5261 -0.2532 0.104 0.011 -0.007
H -1.8603 -2.3269 -0.3766 0.096 -0.040 -0.054
H -3.6907 -3.4544 -1.5895 0.021 -0.109 -0.076
H -7.4657 -1.2577 -2.2578 0.000 -0.028 0.033
H -7.8627 -2.1962 -0.7897 0.019 0.015 -0.036